9
Properties=species:S:1:pos:R:3 method="wB97M-V/def2-TZVPD" e_homo_ev=-10.009 multiplicity=1 charge=0 energy_ev=-15971.361 lumo_energy_ev=0.48 relative_energy_kj_mol=494.3 smiles="O=[N+]([O-])CP" orbital_gap_ev=10.4935
P 1.12500 -0.09823 -0.23552
O -1.87409 -0.44372 -0.80689
O -2.72980 0.18665 1.10295
N -1.85204 -0.11827 0.32894
C -0.25232 -0.33925 0.95520
H 0.46950 0.06481 -1.49661
H -0.30544 -1.41705 1.27161
H 0.13692 0.32337 1.72071
H 1.04797 1.28797 -0.11965